Computed, not measured: a cluster of 10 separate species, H20O10 in total, with wB97M-V/def2-TZVPD.

Each line ends with the Mulliken charge.
CARTESIAN COORDINATES (ANGSTROEM)
1 O -10.67080 5.78720 -27.63482  -0.6097
2 H -10.08072 5.20015 -28.08980  0.3218
3 H -11.56647 5.40293 -27.69628  0.2975
4 O -6.29266 3.29731 -27.08976  -0.5580
5 H -6.99482 3.84224 -26.72476  0.3952
6 H -6.44640 2.38928 -26.82105  0.2642
7 O -8.04869 9.40912 -27.86918  -0.7116
8 H -7.83555 8.91054 -27.02992  0.4456
9 H -7.86912 10.33581 -27.80029  0.2843
10 O -4.92152 6.85960 -25.11694  -0.6407
11 H -5.64603 7.42972 -25.19042  0.2705
12 H -4.61562 6.96012 -24.20090  0.2955
13 O -7.64262 5.73627 -26.76647  -0.4440
14 H -7.46250 6.52942 -26.34490  0.2145
15 H -7.54429 5.96592 -27.66111  0.3531
16 O -6.66407 7.12390 -28.89632  -0.8479
17 H -5.85928 7.48909 -28.49183  0.2898
18 H -7.23280 7.87843 -28.75420  0.3442
19 O -5.33445 5.08098 -29.76937  -0.6306
20 H -5.72955 5.88670 -29.51125  0.4456
21 H -5.59118 5.07240 -30.68845  0.3177
22 O -4.04875 5.17677 -27.28630  -0.5898
23 H -4.60074 4.78322 -27.93421  0.3020
24 H -4.61462 5.67765 -26.73889  0.3445
25 O -9.20892 3.47231 -25.95447  -0.6090
26 H -9.19585 4.40138 -26.12197  0.3165
27 H -9.56401 3.46237 -25.04905  0.2874
28 O -7.27440 8.31991 -25.64745  -0.7864
29 H -8.09527 8.29269 -25.16204  0.2770
30 H -6.78451 8.99930 -25.22297  0.3610

Properties
Charge   0
F_max   3.00 eV/Å
Frontier orbital gap   8.73 eV
SMILES   O.O.O.O.O.O.O.O.O.O
E   -20799.184 eV
Energy above the lowest of the compared OMol25 structures with the same formula, charge and spin   330.8 kJ/mol



Computed, not measured: a structure of composition BrN4O12V, with wB97M-V/def2-TZVPD.

Each line ends with the Mulliken charge.
CARTESIAN COORDINATES (ANGSTROEM)
1 V -21.61702 -18.78503 -20.44354  0.8425
2 N -22.64985 -17.43069 -22.72688  1.3976
3 O -23.08931 -16.91721 -23.72290  -0.6886
4 O -22.28647 -18.57498 -22.53999  -0.5812
5 O -22.33977 -16.93272 -21.62685  -0.5804
6 N -24.02923 -19.79682 -19.93545  1.6142
7 O -23.68163 -18.67035 -19.85092  -0.6388
8 O -23.15970 -20.48453 -20.31515  -0.6173
9 O -25.16344 -20.17098 -19.83337  -0.7422
10 N -20.83003 -18.46261 -17.88023  1.5835
11 O -21.11127 -19.45045 -18.49917  -0.6293
12 O -20.46524 -18.35974 -16.72008  -0.7138
13 O -21.11867 -17.54720 -18.59834  -0.6476
14 N -18.37661 -17.67360 -21.05890  0.8077
15 O -19.60790 -17.87125 -20.90243  -0.5042
16 O -17.70400 -18.69593 -21.15314  -0.5750
17 O -17.89797 -16.55614 -21.14111  -0.6583
18 Br -20.02129 -21.03789 -21.39784  -0.6686

Properties
Charge   -2
F_max   8.64 eV/Å
Spin multiplicity   3
<S²>   2.014
Frontier orbital gap (spin up / spin down)   6.88 / 7.48 eV
E   -126249.234 eV
Energy above the lowest of the compared OMol25 structures with the same formula, charge and spin   252.3 kJ/mol



Computed, not measured: the ion C8H12IN2O5 with charge -1, with wB97M-V/def2-TZVPD.

Each line ends with the Mulliken charge.
CARTESIAN COORDINATES (ANGSTROEM)
1 N 2.95667 -1.91718 0.60682  -0.5304
2 C 2.47330 -0.95927 -0.27987  0.4724
3 O 2.28076 -1.22414 -1.44645  -0.6353
4 C 2.29021 0.40128 0.34385  -0.6909
5 C 1.53851 1.37897 -0.55228  -1.0296
6 C 0.10433 1.60806 -0.06397  -0.7416
7 I -0.59783 3.48624 -1.12829  -0.1165
8 N -0.67461 0.49499 -0.43440  0.2789
9 C -2.09233 0.54148 -0.13437  -0.7801
10 C -2.58031 -0.79549 0.45778  -0.4919
11 C -2.14240 -1.93761 -0.40328  0.4436
12 O -1.26776 -2.70647 -0.14901  -0.5496
13 O -2.83383 -2.02290 -1.57932  -0.4968
14 C 0.02657 1.89331 1.48705  0.7331
15 O 0.18581 3.05809 1.86193  -0.7499
16 O -0.12730 0.83560 2.15821  -0.6967
17 H 2.51250 -1.84517 1.51272  0.3085
18 H 2.84247 -2.84078 0.21050  0.2721
19 H 3.29192 0.77986 0.56039  0.4273
20 H 1.79661 0.27484 1.30615  0.3927
21 H 2.04864 2.33084 -0.66044  0.5795
22 H 1.48469 0.95040 -1.55411  0.4705
23 H -0.53848 0.30782 -1.42000  0.2926
24 H -2.30511 1.31864 0.59338  0.4412
25 H -2.67442 0.74576 -1.03559  0.4219
26 H -3.66716 -0.78169 0.52616  0.3860
27 H -2.10929 -0.94434 1.42548  0.2478
28 H -2.22215 -2.43114 -2.20906  0.3411

Properties
Charge   -1
F_max   0.77 eV/Å
Frontier orbital gap   7.66 eV
SMILES   NC(=O)CC[C@@](I)(NCCC(=O)O)C(=O)[O-]
E   -29812.463 eV



Computed, not measured: a structure of composition C17H31CuF3O2P2, with wB97M-V/def2-TZVPD.

Each line ends with the Mulliken charge.
CARTESIAN COORDINATES (ANGSTROEM)
1 P -0.64622 1.68322 -2.35154  1.8376
2 P -0.60978 -1.83786 -1.85633  1.7274
3 C -0.50873 0.42531 -3.68116  -1.1650
4 C -1.19665 -0.93820 -3.38647  -1.2818
5 H 0.57331 0.28269 -3.85514  0.2787
6 H -0.95871 0.89474 -4.57444  0.6164
7 H -2.28191 -0.78424 -3.23360  0.3187
8 H -1.07104 -1.63191 -4.24324  0.5575
9 C 1.06422 -2.29451 -2.42822  -1.5900
10 H 1.53266 -2.89491 -1.65264  0.3913
11 H 1.72909 -1.44163 -2.58097  0.4080
12 H 1.03405 -2.87642 -3.35285  0.4519
13 C -1.55166 -3.39361 -1.96474  -1.3880
14 H -1.31670 -3.96343 -2.86945  0.4227
15 H -2.62784 -3.19528 -1.92816  0.3874
16 H -1.29198 -3.97425 -1.07533  0.3723
17 C 0.19192 3.19861 -2.90937  -1.4440
18 H 0.17852 3.90269 -2.06519  0.3645
19 H -0.31814 3.63491 -3.78050  0.4447
20 H 1.24340 2.98161 -3.15067  0.3331
21 C -2.41346 2.04172 -2.37995  -1.8091
22 H -3.00582 1.15955 -2.13099  0.4801
23 H -2.74644 2.43485 -3.34098  0.4569
24 H -2.61570 2.77297 -1.60245  0.3842
25 Cu -0.17238 -0.55801 4.01878  -0.0732
26 C -0.37597 -1.27433 1.36404  -0.9056
27 C 0.91973 -1.05300 1.03165  -0.0031
28 C 1.46574 -0.21389 -0.06750  0.5649
29 C 1.82617 1.29534 0.13356  -0.9018
30 C 0.69801 2.27048 0.32175  -0.4517
31 C -0.62814 2.02533 0.49918  -0.5687
32 C -1.29431 0.74516 0.06770  0.8081
33 C -1.60288 -0.45630 0.99417  -1.0369
34 C 0.11528 1.29304 3.94797  -0.5415
35 H -0.58715 -2.22012 1.89364  0.6690
36 H 1.64684 -1.71908 1.51513  0.4400
37 H 0.72425 -0.22587 -0.89210  -1.5044
38 H 2.32505 -0.75068 -0.53611  0.7240
39 H 2.54776 1.35160 0.97226  0.4912
40 H 2.39285 1.55914 -0.76884  0.4816
41 H 1.02829 3.34461 0.37860  0.3569
42 H -1.27826 2.83813 0.87967  0.2546
43 H -0.63856 0.32028 -0.70630  -2.3917
44 H -2.24479 0.98040 -0.43168  0.6631
45 H -2.20038 -0.10905 1.86278  0.4757
46 H -2.27399 -1.16581 0.46710  0.4580
47 H -0.43322 1.65446 4.82762  0.4069
48 H -0.25809 1.75735 3.02197  0.0603
49 H 1.13711 1.66308 4.11612  0.3251
50 F 3.74683 -1.71882 5.52302  -0.2662
51 C 2.61850 -1.04863 5.17706  0.8451
52 F 2.67493 0.18709 5.76418  -0.2503
53 F 2.66074 -0.85584 3.81683  -0.1440
54 C 1.30319 -1.83697 5.64859  0.6187
55 O 1.29769 -2.08526 6.84069  -0.5556
56 O 0.47278 -2.18044 4.71286  -0.6039

Properties
Charge   0
F_max   1.77 eV/Å
Spin multiplicity   2
<S²>   0.753
Frontier orbital gap (spin up / spin down)   7.48 / 4.92 eV
E   -93591.674 eV
Energy above the lowest of the compared OMol25 structures with the same formula, charge and spin   0.0 kJ/mol